Computed, not measured: 2 unconnected molecules or ions with the total composition C5H2F6O2S, with wB97M-V/def2-TZVPD.

Geometry as ORCA input:
```
! wB97M-V def2-TZVPD RIJCOSX def2/J DEFGRID3
* xyz 0 1
C 0.2954 2.8668 1.3295
C 0.3070 0.4920 -2.4477
C 0.2027 -0.5694 0.0375
C -1.2548 -0.9302 -0.0319
C 0.8352 -1.3084 1.1038
O 0.3660 3.0289 2.4572
O 0.3101 2.6906 0.1922
F -2.1119 0.1979 -0.3001
F -1.6483 -1.6942 -1.0601
F -1.6905 -1.5020 1.0012
F 0.7264 -2.7050 1.0282
F 2.1140 -1.0322 1.2043
F 0.3800 -1.0588 2.3431
S 1.2399 -0.0419 -1.2565
H -0.7894 0.3591 -2.3949
H 0.7182 1.2067 -3.2058
*
```

Output
HOMO-LUMO gap (spin up / spin down) ... 7.88 / 7.88 eV
E_HOMO (spin up / spin down) ... -9.3882 / -9.3888 eV
Relative energy (zero: lowest compared OMol25 entry of this formula, charge and spin) ... 1.3726 eV
E_LUMO (spin up / spin down) ... -1.5 / -1.5 eV
Maximum force ... 4.78 eV/A

---

Computed, not measured: 2 unconnected molecules or ions with the total composition C5H2F6O2S2, with wB97M-V/def2-TZVPD.

Geometry as ORCA input:
```
! wB97M-V def2-TZVPD RIJCOSX def2/J DEFGRID3
* xyz 0 1
C 1.5852 -1.7620 0.6948
C 1.5043 -0.9680 -0.4123
C -1.3295 -0.0253 -0.1385
C 1.9508 0.4574 -0.1805
C -1.4259 1.4583 -0.0812
O 1.3942 -2.2186 1.7538
O -2.1451 -2.3835 1.2969
F 1.2354 1.2587 -0.9154
F 1.6491 0.8999 1.0570
F 3.3755 0.5942 -0.4129
F -0.4857 2.0966 0.7108
F -1.1503 1.8162 -1.2901
F -2.5617 2.1995 0.2623
S -2.3629 -0.9647 -1.4405
S -2.6021 -1.1282 0.6694
H 1.6058 -1.1143 -1.5047
H -0.2372 -0.2162 -0.0688
*
```

Output
HOMO-LUMO gap ... 9.84 eV
E_HOMO ... -10.3252 eV
Relative energy (zero: lowest compared OMol25 entry of this formula, charge and spin) ... 0.0000 eV
E_LUMO ... -0.5 eV
Maximum force ... 3.86 eV/A

---

Computed, not measured: C5H2N2O in the gas phase, with wB97M-V/def2-TZVPD.

Geometry as ORCA input:
```
! wB97M-V def2-TZVPD RIJCOSX def2/J DEFGRID3
* xyz 0 1
N 0.1238 3.0614 0.1811
C 0.1076 1.8775 0.2014
C 0.1298 0.4635 0.3150
C -0.8203 -0.1464 1.1963
N -0.7525 -1.6659 0.9240
C -0.1426 -1.8979 -0.1423
C 0.5263 -0.6772 -0.6340
O 0.8773 -0.6260 -1.8615
H -1.4147 0.3867 2.0757
H -0.0078 -2.8640 -0.5378
*
```

Output
HOMO-LUMO gap ... 8.18 eV
E_HOMO ... -10.4740 eV
SMILES ... N#CC1=CN=CC1=O
Relative energy (zero: lowest compared OMol25 entry of this formula, charge and spin) ... 1.2966 eV
E_LUMO ... -2.3 eV
Maximum force ... 6.53 eV/A

---

Computed, not measured: a gas-phase ion, C5H2NO5S (charge -1), with wB97M-V/def2-TZVPD.

Geometry as ORCA input:
```
! wB97M-V def2-TZVPD RIJCOSX def2/J DEFGRID3
* xyz -1 1
O 2.9708 -2.2401 -1.9505
C 2.3210 -1.3655 -1.4931
C 1.5958 -0.5886 -0.8147
S 0.9547 0.8326 -1.7526
C -0.6987 1.0140 -1.0578
C -1.0828 1.2489 0.1541
N -1.7789 1.2768 1.2246
O -2.2082 2.2082 1.9090
O -2.1112 0.0133 1.5635
C 1.1149 -0.7820 0.6807
O 1.8010 -0.6988 1.6694
O -0.0704 -1.1006 0.5580
H -1.4544 0.8552 -1.8899
H -1.3536 -0.6734 1.1993
*
```

Output
HOMO-LUMO gap ... 7.86 eV
E_HOMO ... -4.7898 eV
SMILES ... O=C=C(SC=C=[N+]([O-])O)C(=O)[O-]
Relative energy (zero: lowest compared OMol25 entry of this formula, charge and spin) ... 2.6757 eV
E_LUMO ... 3.1 eV
Maximum force ... 3.60 eV/A